Record 1
{
  "formula": "C54H130N4O22",
  "method": "wB97M-V/def2-TZVPD",
  "elements": ["C", "C", "C", "C", "C", "C", "N", "O", "C", "C", "C", "H", "H", "H", "H", "H", "H", "H", "H", "H", "H", "H", "H", "H", "H", "H", "H", "H", "H", "H", "C", "C", "C", "C", "C", "C", "N", "O", "C", "C", "C", "H", "H", "H", "H", "H", "H", "H", "H", "H", "H", "H", "H", "H", "H", "H", "H", "H", "H", "H", "C", "C", "C", "C", "C", "C", "N", "O", "C", "C", "C", "H", "H", "H", "H", "H", "H", "H", "H", "H", "H", "H", "H", "H", "H", "H", "H", "H", "H", "H", "C", "C", "C", "C", "C", "C", "N", "O", "C", "C", "C", "H", "H", "H", "H", "H", "H", "H", "H", "H", "H", "H", "H", "H", "H", "H", "H", "H", "H", "H", "C", "C", "O", "O", "H", "H", "H", "H", "H", "H", "C", "C", "O", "O", "H", "H", "H", "H", "H", "H", "C", "C", "O", "O", "H", "H", "H", "H", "H", "H", "C", "C", "O", "O", "H", "H", "H", "H", "H", "H", "C", "C", "O", "O", "H", "H", "H", "H", "H", "H", "C", "C", "O", "O", "H", "H", "H", "H", "H", "H", "C", "C", "O", "O", "H", "H", "H", "H", "H", "H", "C", "C", "O", "O", "H", "H", "H", "H", "H", "H", "C", "C", "O", "O", "H", "H", "H", "H", "H", "H"],
  "positions_angstrom": [[14.68, 13.62, 13.03], [14.04, 14.91, 13.59], [13.50, 14.64, 14.97], [13.15, 15.93, 15.77], [14.35, 16.71, 16.03], [15.09, 17.09, 14.67], [15.11, 15.91, 13.70], [15.68, 16.29, 12.44], [14.44, 18.44, 14.17], [16.54, 17.31, 15.11], [12.91, 15.40, 12.69], [14.91, 13.72, 11.97], [14.01, 12.78, 13.23], [15.67, 13.46, 13.45], [12.58, 14.07, 14.81], [14.13, 13.97, 15.56], [12.42, 15.80, 16.57], [12.55, 16.56, 15.11], [15.03, 16.05, 16.57], [14.10, 17.64, 16.54], [14.67, 19.26, 14.85], [14.88, 18.67, 13.20], [13.35, 18.41, 14.11], [17.13, 16.47, 15.46], [17.20, 17.79, 14.39], [16.53, 17.95, 16.00], [12.38, 16.28, 13.07], [12.20, 14.63, 12.41], [13.29, 15.80, 11.75], [14.93, 16.74, 12.05], [14.97, 25.46, 13.74], [15.85, 24.31, 13.22], [14.87, 23.03, 13.15], [15.41, 21.92, 12.35], [15.85, 22.47, 10.98], [16.84, 23.68, 10.96], [16.35, 24.74, 11.92], [17.22, 25.85, 11.99], [18.22, 23.11, 11.19], [16.61, 24.25, 9.51], [16.88, 24.09, 14.28], [14.18, 25.67, 13.02], [15.50, 26.41, 13.86], [14.50, 25.20, 14.69], [14.54, 22.74, 14.15], [14.02, 23.45, 12.62], [14.62, 21.18, 12.31], [16.22, 21.52, 12.96], [14.91, 22.69, 10.47], [16.29, 21.67, 10.40], [18.52, 22.32, 10.50], [18.89, 23.95, 11.39], [18.20, 22.67, 12.19], [17.30, 25.08, 9.34], [16.71, 23.57, 8.67], [15.58, 24.60, 9.38], [16.31, 23.96, 15.19], [17.56, 24.94, 14.22], [17.49, 23.22, 14.03], [16.58, 26.54, 11.82], [14.94, 16.76, 22.86], [14.48, 15.64, 21.84], [13.77, 14.50, 22.66], [12.33, 14.73, 23.09], [11.54, 14.98, 21.75], [12.15, 16.18, 20.94], [13.58, 16.01, 20.79], [14.15, 16.88, 19.83], [11.48, 15.94, 19.54], [11.68, 17.54, 21.49], [15.75, 15.04, 21.25], [15.18, 17.74, 22.44], [15.90, 16.58, 23.34], [14.34, 16.91, 23.77], [13.86, 13.51, 22.20], [14.23, 14.60, 23.64], [12.21, 15.54, 23.80], [11.91, 13.89, 23.65], [10.49, 15.23, 21.93], [11.61, 14.05, 21.19], [10.39, 15.89, 19.62], [11.70, 16.78, 18.88], [11.81, 15.10, 18.94], [12.16, 17.75, 22.44], [12.05, 18.37, 20.89], [10.59, 17.52, 21.47], [16.32, 15.80, 20.70], [15.47, 14.20, 20.63], [16.38, 14.77, 22.10], [14.02, 17.73, 20.24], [18.57, 15.62, 17.74], [19.76, 15.79, 18.71], [21.01, 14.98, 18.20], [21.76, 15.67, 16.96], [22.01, 17.20, 17.24], [20.79, 17.93, 17.73], [20.14, 17.20, 18.84], [19.28, 18.02, 19.69], [21.35, 19.28, 18.20], [19.88, 18.24, 16.55], [19.42, 15.11, 20.08], [18.92, 15.70, 16.71], [17.80, 16.38, 17.87], [18.19, 14.60, 17.77], [21.67, 14.96, 19.07], [20.69, 13.95, 18.03], [21.30, 15.43, 16.01], [22.72, 15.16, 16.86], [22.34, 17.65, 16.30], [22.92, 17.34, 17.82], [21.91, 19.84, 17.45], [20.58, 19.91, 18.64], [22.09, 19.21, 19.00], [19.79, 17.41, 15.84], [18.96, 18.53, 17.04], [20.28, 19.07, 15.96], [18.73, 15.79, 20.59], [20.28, 15.06, 20.75], [18.89, 14.16, 20.03], [19.81, 18.03, 20.49], [14.49, 20.51, 19.66], [14.53, 19.99, 18.23], [15.76, 19.37, 17.93], [14.29, 19.48, 20.58], [13.66, 21.22, 19.67], [15.33, 21.18, 19.87], [14.44, 20.77, 17.47], [13.68, 19.33, 18.03], [15.98, 18.73, 18.62], [14.50, 19.79, 21.46], [17.81, 21.64, 17.25], [18.73, 22.85, 17.19], [18.06, 23.88, 17.87], [16.72, 21.87, 16.35], [17.59, 21.45, 18.30], [18.36, 20.75, 16.94], [18.81, 23.05, 16.12], [19.67, 22.63, 17.70], [17.24, 23.85, 17.36], [16.17, 21.09, 16.42], [10.65, 22.12, 13.42], [11.16, 21.35, 14.71], [12.23, 22.04, 15.38], [10.32, 23.39, 13.83], [9.79, 21.64, 12.96], [11.40, 22.23, 12.64], [11.46, 20.36, 14.35], [10.37, 21.07, 15.41], [12.00, 22.97, 15.37], [10.40, 23.92, 13.03], [17.70, 18.32, 9.47], [17.63, 16.83, 9.02], [16.48, 16.20, 9.67], [18.68, 19.01, 8.70], [18.04, 18.38, 10.51], [16.76, 18.86, 9.51], [18.56, 16.29, 9.22], [17.57, 16.74, 7.93], [16.55, 15.25, 9.64], [18.35, 19.91, 8.63], [11.04, 11.45, 12.48], [11.32, 10.21, 11.59], [11.73, 9.02, 12.29], [9.67, 11.39, 12.81], [11.35, 12.30, 11.87], [11.66, 11.43, 13.38], [12.18, 10.46, 10.97], [10.47, 10.01, 10.94], [11.06, 8.85, 12.95], [9.77, 11.30, 13.76], [9.52, 15.34, 15.57], [8.73, 16.43, 14.79], [8.99, 16.36, 13.48], [9.11, 14.01, 15.43], [9.21, 15.59, 16.59], [10.60, 15.40, 15.43], [9.10, 17.37, 15.18], [7.64, 16.38, 14.85], [8.28, 15.89, 13.02], [9.06, 13.71, 14.52], [19.95, 15.72, 12.57], [18.86, 14.81, 13.09], [17.83, 14.74, 12.11], [20.53, 15.19, 11.41], [20.70, 15.75, 13.36], [19.50, 16.68, 12.31], [18.32, 15.07, 14.00], [19.29, 13.83, 13.27], [17.12, 15.35, 12.33], [19.84, 14.75, 10.92], [16.72, 11.66, 15.89], [16.35, 12.15, 17.30], [15.24, 11.27, 17.72], [16.76, 10.25, 15.91], [17.71, 11.93, 15.51], [16.04, 12.01, 15.11], [16.03, 13.19, 17.38], [17.18, 11.90, 17.97], [15.58, 10.37, 17.75], [16.79, 10.07, 14.97], [12.78, 19.78, 10.50], [13.89, 19.05, 9.66], [14.25, 17.80, 10.13], [11.54, 19.54, 10.10], [13.02, 20.84, 10.55], [12.97, 19.53, 11.55], [14.79, 19.67, 9.67], [13.53, 19.08, 8.63], [14.97, 17.33, 9.69], [11.56, 19.95, 9.23]],
  "gap_ev": 8.323,
  "e_tot_ha": -4009.2955,
  "total_charge": 0,
  "multiplicity": 1,
  "relative_energy_kcal_mol": 107.8,
  "e_homo_ev": -8.04
}

***

Record 2
{
  "formula": "C18H7Cl52F3O4S",
  "method": "wB97M-V/def2-TZVPD",
  "elements": ["O", "S", "O", "O", "C", "C", "C", "C", "C", "F", "F", "F", "O", "H", "H", "H", "H", "H", "H", "H", "C", "Cl", "Cl", "Cl", "Cl", "C", "Cl", "Cl", "Cl", "Cl", "C", "Cl", "Cl", "Cl", "Cl", "C", "Cl", "Cl", "Cl", "Cl", "C", "Cl", "Cl", "Cl", "Cl", "C", "Cl", "Cl", "Cl", "Cl", "C", "Cl", "Cl", "Cl", "Cl", "C", "Cl", "Cl", "Cl", "Cl", "C", "Cl", "Cl", "Cl", "Cl", "C", "Cl", "Cl", "Cl", "Cl", "C", "Cl", "Cl", "Cl", "Cl", "C", "Cl", "Cl", "Cl", "Cl", "C", "Cl", "Cl", "Cl", "Cl"],
  "positions_angstrom": [[4.30, -1.52, -1.53], [3.35, -2.54, -1.33], [3.52, -3.37, -0.22], [1.84, -2.15, -1.64], [1.25, -2.99, -2.67], [2.26, -4.09, -3.01], [2.50, -4.37, -4.48], [1.55, -5.42, -5.06], [1.99, -5.75, -6.49], [2.96, -4.99, -6.94], [2.44, -6.99, -6.55], [0.98, -5.63, -7.33], [3.53, -3.51, -2.60], [0.31, -3.30, -2.23], [1.13, -2.32, -3.52], [2.19, -4.97, -2.36], [3.51, -4.76, -4.52], [2.52, -3.43, -5.02], [1.63, -6.34, -4.50], [0.53, -5.03, -5.08], [-1.58, 0.08, -0.46], [-1.74, -0.60, 1.16], [-2.70, 1.44, -0.65], [0.08, 0.64, -0.71], [-1.93, -1.16, -1.68], [-4.02, -3.27, 3.43], [-3.32, -4.76, 2.80], [-4.80, -2.38, 2.12], [-5.22, -3.65, 4.67], [-2.74, -2.27, 4.14], [3.37, 2.70, -2.06], [2.07, 3.64, -2.80], [4.74, 2.60, -3.17], [3.87, 3.46, -0.55], [2.76, 1.08, -1.71], [1.80, 6.15, 1.71], [0.70, 6.65, 3.00], [3.39, 5.84, 2.40], [1.18, 4.68, 0.96], [1.92, 7.43, 0.50], [-3.86, 0.96, 6.70], [-4.93, 1.58, 7.96], [-2.26, 0.64, 7.38], [-4.53, -0.54, 6.04], [-3.71, 2.15, 5.40], [5.67, 8.54, 4.64], [5.41, 7.09, 5.62], [5.89, 9.94, 5.70], [7.11, 8.33, 3.64], [4.26, 8.80, 3.60], [-2.83, -3.87, -4.99], [-3.99, -3.34, -3.77], [-1.25, -4.14, -4.23], [-3.40, -5.37, -5.73], [-2.67, -2.61, -6.23], [-0.38, -2.74, 9.37], [-0.66, -4.12, 10.44], [-0.08, -1.29, 10.34], [1.02, -3.06, 8.35], [-1.80, -2.48, 8.36], [-1.57, 3.70, -5.23], [-0.48, 3.46, -6.60], [-0.98, 5.04, -4.24], [-3.19, 4.08, -5.83], [-1.63, 2.23, -4.25], [-7.31, 0.91, 1.79], [-8.11, -0.57, 2.34], [-8.52, 2.14, 1.43], [-6.23, 1.50, 3.06], [-6.37, 0.56, 0.33], [0.09, 6.39, 7.21], [-1.18, 7.34, 6.44], [1.51, 6.35, 6.15], [0.53, 7.12, 8.75], [-0.48, 4.74, 7.48], [5.84, -2.47, 2.52], [5.01, -3.95, 3.01], [4.66, -1.18, 2.29], [6.99, -2.00, 3.78], [6.71, -2.75, 1.00], [-4.09, -0.39, -9.21], [-5.24, 0.11, -7.97], [-2.51, -0.69, -8.47], [-4.67, -1.88, -9.98], [-3.93, 0.88, -10.43]],
  "gap_ev": 10.774,
  "e_tot_ha": -25618.6299,
  "total_charge": 0,
  "multiplicity": 1,
  "e_homo_ev": -10.93
}

***

Record 3
{
  "formula": "C9H34N4O8",
  "method": "wB97M-V/def2-TZVPD",
  "elements": ["N", "C", "N", "O", "H", "H", "H", "H", "N", "C", "N", "O", "H", "H", "H", "H", "C", "C", "O", "H", "H", "H", "H", "H", "H", "C", "O", "H", "H", "H", "H", "C", "O", "H", "H", "H", "H", "C", "O", "H", "H", "H", "H", "C", "O", "H", "H", "H", "H", "C", "O", "H", "H", "H", "H"],
  "positions_angstrom": [[-24.12, -0.05, 21.60], [-24.54, 1.12, 21.95], [-24.79, 1.91, 20.99], [-24.50, 1.59, 23.32], [-23.72, -0.61, 22.40], [-24.04, -0.48, 20.63], [-25.11, 2.82, 21.23], [-24.64, 1.67, 20.04], [-22.51, 3.60, 22.30], [-22.75, 4.87, 22.20], [-21.93, 5.35, 21.37], [-23.78, 5.46, 22.91], [-23.16, 3.16, 22.84], [-22.05, 2.95, 21.71], [-22.04, 6.39, 21.30], [-21.17, 4.93, 20.85], [-26.25, 5.09, 18.92], [-24.81, 5.02, 19.15], [-24.13, 4.63, 17.98], [-26.59, 5.46, 17.94], [-26.88, 5.43, 19.66], [-26.53, 4.05, 18.81], [-24.58, 4.30, 19.90], [-24.42, 5.84, 19.61], [-23.23, 4.98, 18.00], [-22.35, -1.55, 24.78], [-22.43, -1.27, 23.48], [-21.96, -2.56, 24.81], [-23.29, -1.43, 25.27], [-21.55, -0.99, 25.28], [-21.55, -1.41, 23.15], [-26.54, -0.64, 19.15], [-26.22, -1.47, 20.19], [-27.37, -1.04, 18.58], [-25.81, -0.29, 18.56], [-27.06, 0.08, 19.73], [-25.61, -0.97, 20.68], [-22.40, -2.07, 20.02], [-22.97, -0.94, 19.30], [-21.76, -2.53, 19.33], [-23.05, -2.80, 20.42], [-21.78, -1.60, 20.78], [-23.12, -1.09, 18.35], [-25.69, 2.04, 17.19], [-24.70, 2.06, 18.11], [-26.70, 2.06, 17.58], [-25.54, 1.31, 16.39], [-25.64, 2.96, 16.67], [-24.53, 2.94, 18.19], [-21.36, 1.84, 19.81], [-21.75, 1.24, 20.99], [-20.30, 1.98, 19.85], [-21.88, 2.81, 19.78], [-21.78, 1.21, 18.94], [-22.62, 0.86, 20.86]],
  "gap_ev": 8.857,
  "e_tot_ha": -1184.0367,
  "total_charge": 0,
  "multiplicity": 1,
  "relative_energy_kcal_mol": 50.0,
  "e_homo_ev": -8.73,
  "smiles": "NC(N)=O.NC(N)=O.CCO.CO.CO.CO.CO.CO"
}